ORCA calculation (the ωB97M-V functional and the def2-TZVPD basis) on one molecule with the formula C3H6N2O at a distorted geometry.

Lowest unoccupied orbital energy: -0.072 eV
Max |F|: 0.0198 hartree/bohr
HOMO energy: -7.2 eV
Frontier orbital gap: 0.2624 Eh

XYZ file:
```
12
Properties=species:S:1:pos:R:3:forces:R:3:nbo_charge:R:1
N 0.041 0.323 0.370 -0.0682 0.0601 -0.0063 -0.511
C 1.249 -0.442 0.005 0.1665 -0.1607 0.0804 -0.563
C -1.151 -0.401 -0.222 0.1923 -0.1008 -0.1844 0.095
O -2.316 -0.204 0.495 -0.1304 0.3410 0.0682 -0.696
C 2.321 0.279 -0.502 0.7676 0.5610 -0.3589 0.202
N 3.204 0.873 -0.993 -0.7790 -0.4287 0.4508 -0.433
H -0.105 0.460 1.381 -0.0492 -0.2118 -0.1994 0.400
H 0.115 1.266 -0.021 0.0287 -0.2210 0.0034 0.425
H 1.369 -1.312 0.635 0.1496 0.1044 -0.0825 0.212
H -1.176 -0.084 -1.269 -0.1340 -0.0616 0.1310 0.183
H -0.886 -1.457 -0.186 -0.0636 0.1698 0.1045 0.208
H -2.733 0.625 0.239 -0.0804 -0.0516 -0.0069 0.478
```
Forces are in eV/Å.

ORCA calculation (the ωB97M-V functional and the def2-TZVPD basis) on one molecule with the formula C19H8F10N2O2 at a distorted geometry.

Lowest unoccupied orbital energy: -0.133 eV
Max |F|: 0.0799 hartree/bohr
HOMO energy: -9.0 eV
Frontier orbital gap: 0.3264 Eh
SMILES string: Cc1cn(Cc2c(F)c(F)c(F)c(F)c2F)c(=O)n(Cc2c(F)c(F)c(F)c(F)c2F)c1=O

XYZ file:
```
41
Properties=species:S:1:pos:R:3:forces:R:3:nbo_charge:R:1
C 1.868 -0.242 -1.997 -1.1103 -1.4048 -0.9558 -0.635
C 1.105 0.488 -0.983 -1.0620 1.0243 1.0466 -0.157
C 1.182 1.835 -0.867 1.3778 -1.1168 1.0048 0.037
N 0.531 2.418 0.232 1.6445 1.1322 -1.0451 -0.463
C 1.302 3.595 0.858 -0.0390 -0.4116 -0.5176 -0.222
C 2.749 3.196 1.153 -0.6211 -1.1476 -0.1084 -0.167
C 2.952 2.055 1.956 1.1484 -1.3753 0.8195 0.368
F 1.985 1.230 2.559 0.8651 2.0890 -1.5246 -0.313
C 4.267 1.592 2.263 -2.8204 -0.3040 0.6034 0.272
F 4.392 0.511 3.093 0.2627 1.5077 -1.2875 -0.279
C 5.316 2.298 1.774 2.8965 0.4157 -0.2354 0.312
F 6.551 1.821 2.156 -1.0712 0.9554 -0.7644 -0.303
C 5.186 3.467 0.962 -2.3777 -0.3558 -0.1039 0.280
F 6.160 4.199 0.457 0.7278 -0.3933 0.4008 -0.270
C 3.867 3.885 0.636 0.2524 -0.2193 1.3381 0.346
F 3.659 5.087 0.013 0.4093 -1.4772 0.3135 -0.303
C -0.510 1.735 0.875 0.7403 0.7464 0.4824 0.817
O -1.241 2.412 1.519 -1.7366 0.6250 1.6865 -0.587
N -0.595 0.334 0.850 -0.1734 2.5648 -0.2275 -0.461
C -1.465 -0.375 1.809 0.3017 -0.1850 1.3286 -0.247
C -2.362 -1.349 1.099 -0.2655 2.2068 0.3310 -0.139
C -2.373 -2.605 1.677 -1.5376 -1.4465 -3.5235 0.365
F -1.855 -2.971 2.853 0.0766 0.5564 -0.7515 -0.281
C -2.908 -3.588 0.789 -0.4883 1.3209 0.5295 0.304
F -2.859 -4.850 1.215 -0.1580 -0.0312 -0.7309 -0.285
C -3.604 -3.207 -0.410 0.0709 -2.2744 1.7823 0.272
F -4.114 -4.291 -1.085 0.1840 1.6481 0.3611 -0.297
C -3.922 -1.868 -0.699 0.6160 -1.1409 -0.6044 0.287
F -4.847 -1.600 -1.641 0.8959 0.0701 0.6473 -0.279
C -3.153 -0.930 -0.032 -0.8528 0.1067 0.9847 0.332
F -3.424 0.400 -0.342 1.1043 -1.7336 0.7352 -0.306
C 0.213 -0.323 -0.035 1.6480 0.8615 -0.1083 0.667
O 0.311 -1.507 0.077 0.1841 -2.1768 -0.6307 -0.593
H 1.095 -0.391 -2.819 1.4002 -0.3398 0.4647 0.225
H 2.184 -1.250 -1.582 -0.1765 1.2586 -0.7451 0.254
H 2.685 0.392 -2.357 -0.0245 -0.4803 -0.0517 0.217
H 1.999 2.413 -1.437 -1.7266 -0.6730 0.9769 0.224
H 1.254 4.531 0.264 -0.0185 -0.8947 -0.1136 0.239
H 0.982 3.903 1.833 -1.2995 -0.3499 0.3716 0.255
H -2.029 0.287 2.540 0.8954 -0.1855 -1.4722 0.273
H -0.840 -1.040 2.471 -0.1426 1.0277 -0.7068 0.240
```
Forces are in eV/Å.

ORCA calculation (the ωB97M-V functional and the def2-TZVPD basis) on a 14-piece molecular cluster, C44H121N5O17 overall at a distorted geometry.

Lowest unoccupied orbital energy (alpha / beta): 1.719 / 1.682 eV
Max |F|: 0.0616 hartree/bohr
Net charge: -1
HOMO energy (alpha / beta): 0.1 / -7.2 eV
Frontier orbital gap (alpha / beta): 0.0604 / 0.3260 Eh
Multiplicity: 2

XYZ file:
```
187
Properties=species:S:1:pos:R:3:forces:R:3:mulliken_spin:R:1
C -1.651 6.893 -0.329 -0.1817 0.3606 -0.3042 0.001
C -1.735 5.425 -0.648 0.1120 -0.1030 0.0190 -0.010
C -1.292 5.083 -2.107 -0.9537 -0.1397 0.4733 -0.006
O -2.405 5.425 -2.965 1.1268 0.2325 -1.0662 0.003
C -2.124 5.398 -4.388 -0.9040 -0.3618 0.4171 -0.002
N -0.965 4.660 0.324 0.4258 -0.7082 -0.3664 0.013
H -0.651 7.323 -0.401 0.0436 -0.0753 -0.1167 0.000
H -2.022 7.054 0.683 -0.0068 0.0771 0.0652 0.001
H -2.335 7.387 -1.019 0.1236 0.3825 0.0309 0.001
H -2.789 5.205 -0.483 -0.2619 -0.3417 -0.8042 0.002
H -1.068 4.028 -2.261 -0.2189 -0.4115 0.3833 -0.004
H -0.344 5.551 -2.369 -0.1228 0.7433 -0.1359 0.001
H -1.590 4.509 -4.725 0.6125 0.0100 0.4223 0.001
H -1.691 6.318 -4.780 0.3774 0.0119 0.3624 0.000
H -3.074 5.272 -4.907 -0.3207 0.2543 0.2715 0.000
H -1.244 3.700 0.182 0.3005 -0.5531 -0.1794 -0.004
H -1.319 4.810 1.259 -0.0538 0.5486 0.1976 0.001
C 0.901 -3.846 -1.009 -0.1867 -0.5102 1.3272 0.031
C 2.223 -3.796 -0.204 0.7594 -0.0911 -2.6089 -0.031
C 3.244 -4.944 -0.586 -2.5220 -0.4506 1.8602 0.002
O 4.426 -4.677 0.113 2.2303 -1.6054 -0.4574 -0.002
C 5.435 -5.734 -0.081 -0.1730 0.4285 -0.4471 0.002
N 2.912 -2.587 -0.653 0.0459 0.3475 0.8305 0.000
H 0.387 -4.803 -0.921 0.0639 -0.2042 -0.0426 -0.004
H 0.976 -3.595 -2.068 0.5232 -0.0356 0.0356 0.018
H 0.212 -3.127 -0.566 0.0022 0.1111 -0.0265 0.017
H 2.100 -3.676 0.873 -0.2750 -0.6190 0.0046 0.001
H 3.302 -5.106 -1.662 0.4704 0.5305 -0.2719 0.006
H 2.811 -5.862 -0.187 -0.0328 -0.5338 0.0331 -0.002
H 5.167 -6.744 0.229 -0.7834 0.1696 0.5457 0.000
H 6.398 -5.528 0.387 -0.4429 0.6870 0.4461 0.000
H 5.708 -5.893 -1.124 -0.3630 0.5116 -0.4726 0.000
H 3.802 -2.727 -0.197 0.5468 0.9696 0.3138 0.001
H 3.182 -2.758 -1.611 -0.2130 0.1582 -0.3509 0.000
C -0.986 -8.071 -0.749 -0.3341 0.8127 0.1466 0.024
C -2.130 -8.172 -1.747 0.1833 1.1330 -0.4180 0.047
C -2.190 -7.012 -2.780 0.5658 -1.5385 1.0897 0.110
O -2.380 -5.872 -1.998 0.9591 1.8185 -1.7623 -0.095
C -1.953 -4.752 -2.807 0.1945 0.6844 1.0669 0.094
N -2.049 -9.415 -2.431 -0.8231 -1.7821 -0.6499 -0.019
H -0.979 -8.937 -0.088 -0.2524 -0.0139 0.0952 -0.024
H -1.180 -7.172 -0.164 0.6064 0.0430 0.2212 0.006
H -0.009 -8.066 -1.232 0.0853 0.3255 -0.1431 0.011
H -3.044 -7.987 -1.183 -0.3418 -0.8950 0.0128 0.005
H -2.939 -7.083 -3.568 -0.5434 -0.4291 0.2709 0.022
H -1.252 -7.072 -3.332 0.6386 0.6323 -0.0009 0.010
H -2.420 -4.653 -3.787 -0.4271 -0.3994 0.0557 0.057
H -0.875 -4.735 -2.965 0.2568 -0.6523 -0.1272 0.086
H -2.097 -3.816 -2.267 -0.6035 -0.1227 0.2132 -0.102
H -1.142 -9.583 -2.843 0.2872 0.6072 -0.3272 -0.002
H -2.076 -10.172 -1.764 -0.4730 -0.1722 0.2278 -0.001
C 3.855 3.139 3.242 -0.8948 -1.1772 -0.4852 -0.001
C 4.121 4.234 2.232 -0.9272 0.1195 1.2291 0.000
C 2.778 4.675 1.599 0.5275 0.5078 -1.1327 -0.001
O 3.137 5.563 0.494 -0.4692 -0.3738 0.2901 0.000
C 2.045 6.025 -0.338 0.9056 -0.8523 0.8208 0.000
N 4.688 5.286 3.035 0.8925 1.2910 -0.1825 0.000
H 3.026 3.467 3.869 -0.1569 -0.0571 0.1081 0.000
H 4.637 2.821 3.931 0.4295 0.4490 -0.3740 0.000
H 3.531 2.241 2.715 -0.2345 -0.1221 0.1967 0.001
H 4.834 3.925 1.467 -0.1324 0.0562 -0.1548 0.000
H 2.102 5.185 2.285 0.4869 0.5741 0.4956 0.000
H 2.133 3.832 1.350 0.2642 -0.4213 -0.9991 0.001
H 2.447 6.496 -1.235 0.3278 -0.1774 0.0471 0.000
H 1.467 6.789 0.182 -0.3469 -0.2428 0.1487 0.000
H 1.480 5.128 -0.593 -0.5399 0.4115 -0.1266 0.001
H 4.645 6.161 2.533 0.1859 0.2346 -0.1894 0.000
H 4.134 5.436 3.866 -0.1340 -0.1664 0.1645 0.000
C -0.773 0.859 6.055 0.8347 -1.0576 -0.1000 0.003
C -0.204 -0.516 5.535 -0.2405 0.3555 -0.0646 -0.004
C -1.051 -1.731 5.942 -1.2182 -0.0811 -1.0838 0.012
O -0.621 -2.854 5.183 0.0458 0.0407 -0.3968 -0.021
C -1.174 -4.081 5.593 0.9486 -0.6810 0.7712 0.045
N -0.046 -0.425 4.060 -0.2339 -0.2782 1.1539 0.018
H -0.662 0.955 7.135 -0.0155 0.1182 -0.0307 -0.001
H -1.817 1.021 5.786 -0.1533 -0.5696 0.1686 0.003
H -0.275 1.684 5.547 0.4677 -0.1758 0.2467 0.001
H 0.773 -0.854 5.879 0.4164 1.0090 0.5004 0.000
H -2.082 -1.579 5.622 -0.4058 0.3295 0.2839 -0.002
H -1.059 -1.972 7.005 0.3207 0.2087 0.2614 0.001
H -0.698 -4.303 6.549 -0.1908 -0.3092 0.4344 -0.001
H -0.861 -4.890 4.933 0.0985 0.3483 -0.3588 0.000
H -2.249 -4.198 5.724 -0.2775 0.7884 -0.2579 -0.011
H -0.060 -1.411 3.839 0.2588 -0.3336 -0.8644 0.001
H -0.937 -0.116 3.699 -0.0935 0.1078 -0.4615 0.007
C 4.516 -0.713 -4.581 -1.1399 -0.6114 -0.0791 -0.002
C 3.393 -1.492 -3.785 -0.1798 1.2823 -1.5539 0.007
C 2.093 -1.791 -4.614 1.2709 0.6303 -0.2928 0.000
O 3.915 -2.649 -3.214 0.4204 -0.9600 0.4220 -0.007
H 4.037 0.166 -5.014 0.2835 0.2340 0.0714 0.000
H 4.907 -1.295 -5.415 -0.3397 -0.3624 -0.2444 0.000
H 5.425 -0.457 -4.037 -0.4933 0.1661 0.6133 0.001
H 3.040 -0.866 -2.966 0.3925 0.0154 0.2248 0.005
H 2.303 -2.408 -5.488 0.0590 -0.7032 0.2462 -0.013
H 1.726 -0.897 -5.117 -0.1221 0.3891 0.4849 0.007
H 1.314 -2.192 -3.965 0.0751 -0.1408 -0.1676 0.000
H 4.167 -3.304 -3.869 -0.0420 0.1274 -0.3041 0.003
C -1.163 0.455 -5.061 -1.0730 -0.3153 0.3236 0.008
C -1.782 -0.636 -5.997 0.9320 0.9838 1.1704 -0.053
C -2.063 -1.930 -5.205 0.0704 0.1051 -0.6058 0.108
O -2.982 -0.110 -6.552 -0.0401 0.2079 0.1318 -0.022
H -1.957 0.863 -4.436 -0.2998 0.0758 -0.0255 0.000
H -0.709 1.310 -5.562 0.0579 -0.2378 -0.2931 0.001
H -0.478 0.038 -4.323 0.2882 -0.1777 -0.3677 -0.001
H -1.057 -0.701 -6.808 0.1083 -0.8374 -0.1205 -0.004
H -1.275 -2.236 -4.517 0.1920 0.3106 -0.0227 -0.004
H -2.200 -2.775 -5.879 -0.1897 -0.0513 -0.1307 0.001
H -2.981 -1.797 -4.632 0.0133 0.0624 0.0368 0.012
H -3.308 -0.727 -7.211 -0.0488 -0.0937 -0.0340 0.005
C 0.047 1.143 0.723 0.7810 0.3659 0.0090 0.008
C 0.325 -0.160 -0.035 -2.4272 0.3189 -0.7511 0.019
C -0.710 -0.460 -1.170 0.0013 1.0494 0.5274 0.274
O 1.570 -0.088 -0.657 0.4588 0.5074 0.2714 -0.064
H -0.992 1.427 0.885 -0.0977 -0.3999 -0.1412 -0.023
H 0.568 1.966 0.234 -0.2281 0.1391 -0.5960 0.010
H 0.554 1.153 1.688 -0.1571 -0.4208 0.3094 0.008
H 0.239 -0.990 0.666 0.4330 -0.1862 0.2656 -0.008
H -0.611 0.324 -1.920 0.1220 0.1566 -0.1113 -0.002
H -1.740 -0.390 -0.821 -0.1043 -0.3320 0.1573 -0.076
H -0.539 -1.404 -1.687 0.0753 -0.1044 0.2504 -0.006
H 1.873 -0.998 -0.628 1.2763 -0.9284 -0.2515 0.009
C -5.384 2.592 -3.394 0.5215 -0.3902 0.3253 0.056
C -4.988 2.922 -1.961 1.1195 -0.5007 -1.5028 0.123
C -3.754 2.199 -1.480 0.8012 -1.3053 0.4621 -0.162
O -4.688 4.278 -1.955 -1.3307 1.6578 1.4722 -0.028
H -6.158 3.268 -3.757 -0.5026 -0.4726 0.2803 0.000
H -5.571 1.519 -3.434 -0.4748 0.0876 -0.5893 -0.040
H -4.544 2.834 -4.046 0.3714 -0.2782 -0.0458 0.006
H -5.773 2.610 -1.272 -0.3409 0.8119 0.0494 -0.012
H -3.703 2.261 -0.393 0.0422 -0.0015 0.0744 0.016
H -2.783 2.540 -1.840 -0.1544 0.7110 -0.3953 -0.046
H -3.697 1.142 -1.738 -0.5428 -0.2700 0.1167 0.022
H -3.962 4.488 -2.546 0.4000 -0.1041 -0.0857 0.008
C 5.368 2.945 -2.044 -1.6015 -0.6510 0.3522 0.000
C 3.967 2.395 -1.616 0.2246 2.1046 -1.3033 -0.002
C 2.889 2.569 -2.722 0.1272 0.4128 0.0419 -0.001
O 4.123 1.081 -1.307 0.5500 -2.2116 0.0675 0.000
H 5.970 2.876 -1.138 0.4432 0.0974 -0.3749 0.000
H 5.324 3.957 -2.448 -0.0223 0.0374 0.2718 0.000
H 5.692 2.273 -2.838 0.4227 -0.0205 0.1152 0.000
H 3.663 2.848 -0.672 -0.2977 0.9982 -0.1775 0.001
H 3.031 1.940 -3.601 0.4873 -0.4263 0.1858 -0.001
H 2.882 3.571 -3.151 -0.0672 0.3114 0.3398 0.000
H 1.885 2.334 -2.368 -0.0358 0.0531 0.2463 0.001
H 3.241 0.799 -1.052 -0.3803 -0.7419 0.3521 0.000
C -3.910 1.538 2.458 -0.7799 0.7831 -0.0374 0.139
C -3.340 0.456 3.332 0.6488 -0.2320 -0.3968 -0.126
C -4.374 -0.310 4.118 -0.2435 -0.1374 -0.6329 -0.030
O -2.512 -0.465 2.641 0.8171 0.5660 0.1862 0.630
H -4.571 2.070 3.142 -0.3897 0.3298 -0.2269 0.077
H -4.480 1.240 1.579 -0.1200 -0.5182 0.2157 -0.122
H -3.219 2.301 2.100 0.5082 -0.2243 0.1473 0.017
H -2.683 0.999 4.011 0.2312 -0.1785 0.1934 0.030
H -3.911 -1.175 4.593 -0.0215 0.2733 0.3966 0.054
H -5.050 -0.744 3.381 -0.3936 0.0405 0.1011 0.167
H -4.911 0.350 4.799 -0.0699 -0.2562 0.1623 -0.037
H -3.031 -0.988 2.027 -0.7199 0.0494 -0.2870 0.271
C 3.294 -0.601 2.322 0.0225 1.1031 0.6412 -0.003
C 4.824 -0.277 2.192 -2.2133 -1.3771 -0.3419 0.000
O 5.595 -0.913 3.177 0.3785 0.0052 0.0191 0.000
O 2.781 -0.298 3.606 1.4718 0.4206 0.7848 -0.001
H 3.027 -1.646 2.160 0.5623 -0.1994 -0.6242 -0.001
H 2.810 0.047 1.592 -0.1349 -0.2162 -0.4190 0.000
H 5.010 0.794 2.110 -0.0035 0.0062 0.1071 0.000
H 4.976 -0.764 1.229 0.8908 0.2221 -0.1323 0.000
H 5.198 -0.694 4.023 -0.1506 0.0146 0.1755 0.000
H 1.831 -0.167 3.618 -0.8210 -0.0357 -0.1958 0.000
C 0.220 4.259 4.352 -2.3149 -1.0952 0.5983 0.012
C -1.088 3.598 3.794 1.0658 -0.5036 -0.3278 -0.002
O -1.907 4.532 3.128 -0.0793 0.5291 0.0699 -0.008
O -0.126 4.853 5.599 0.3401 0.4727 0.4782 -0.002
H 0.585 5.014 3.656 0.3050 -0.3284 -0.1121 -0.001
H 0.899 3.458 4.645 0.3931 0.2707 -0.5240 -0.001
H -1.691 3.123 4.568 0.3458 0.0740 0.4825 -0.014
H -0.864 2.795 3.092 0.1741 0.1185 -0.2734 0.005
H -1.971 5.265 3.745 -0.4446 0.3690 -0.2355 0.003
H -0.920 5.384 5.507 0.0121 0.1259 0.0286 0.002
C -3.167 -2.981 1.013 0.5105 0.1881 1.3742 -2.737
C -3.128 -3.613 2.421 -0.3901 0.4547 -0.5125 0.731
O -4.342 -4.257 2.698 0.2258 -0.9630 0.7458 -0.648
O -4.140 -1.925 0.948 1.7098 -0.1530 0.0311 -0.454
H -3.368 -3.732 0.249 -0.0357 -0.1524 0.0615 0.539
H -2.158 -2.594 0.866 0.0151 0.4510 -0.4291 0.375
H -2.975 -2.914 3.243 0.1667 0.6883 -0.3483 -0.200
H -2.243 -4.245 2.497 -0.1049 -0.7840 -0.2461 0.109
H -4.965 -4.074 1.991 -0.4954 0.0327 -0.4246 0.476
H -4.951 -2.377 0.705 -1.4306 -0.1234 -0.3925 1.292
```
Forces are in eV/Å.

no.,DFT total energy (hartree)
1,-302.5611
2,-1987.3639
3,-3301.5985